Entry 1:
{
  "formula": "C19H31N3O4",
  "method": "the ωB97M-V functional and the def2-TZVPD basis",
  "elements": ["C", "C", "C", "C", "C", "O", "N", "C", "C", "C", "C", "C", "C", "C", "C", "N", "C", "O", "C", "C", "C", "N", "C", "O", "O", "C", "H", "H", "H", "H", "H", "H", "H", "H", "H", "H", "H", "H", "H", "H", "H", "H", "H", "H", "H", "H", "H", "H", "H", "H", "H", "H", "H", "H", "H", "H", "H"],
  "coordinates": [[-3.58250, -8.17068, 1.56489], [-2.37165, -8.22160, 1.02430], [-2.15338, -8.36966, -0.45293], [-1.12214, -8.12276, 1.85530], [-0.45420, -6.75241, 1.85354], [0.73292, -6.62628, 2.10030], [-1.27860, -5.70632, 1.62936], [-0.82519, -4.32523, 1.67978], [-0.19978, -3.86603, 0.35354], [-1.20814, -3.24772, -0.61411], [-2.37430, -4.20022, -0.93467], [-3.42989, -3.90594, 0.15444], [-2.78560, -2.81950, 1.03072], [-1.92677, -3.36617, 2.17605], [-2.74865, -3.93763, 3.31895], [-1.90638, -2.15358, 0.07199], [-1.47356, -0.88692, 0.33329], [-1.86998, -0.28558, 1.31508], [-0.57550, -0.15586, -0.70169], [0.83215, -0.74233, -0.79778], [-1.24512, -0.18510, -2.07496], [-0.52745, 1.24020, -0.31338], [0.23840, 1.76480, 0.67905], [1.13083, 1.21958, 1.28042], [-0.15330, 3.03639, 0.91812], [0.55721, 3.68376, 1.96506], [-3.71674, -8.07891, 2.63676], [-4.47609, -8.23357, 0.95502], [-1.62176, -9.30027, -0.66402], [-3.09546, -8.38075, -0.99969], [-1.53751, -7.55325, -0.83868], [-1.33253, -8.36533, 2.89942], [-0.37591, -8.83559, 1.50409], [-2.24441, -5.90597, 1.43374], [-0.03108, -4.31067, 2.42766], [0.58026, -3.13406, 0.57647], [0.31274, -4.71168, -0.11351], [-0.72039, -2.91756, -1.52443], [-2.77174, -3.98765, -1.92718], [-2.04858, -5.23891, -0.93616], [-4.35186, -3.53132, -0.28771], [-3.70211, -4.79004, 0.73180], [-3.51121, -2.10735, 1.41412], [-1.39736, -2.49281, 2.56865], [-3.36493, -4.78693, 3.01357], [-2.09775, -4.27643, 4.12627], [-3.41464, -3.17241, 3.72035], [0.83847, -1.66839, -1.37101], [1.48036, -0.03258, -1.31074], [1.26817, -0.92604, 0.17866], [-1.33619, -1.19709, -2.46445], [-2.25064, 0.24138, -2.03281], [-0.65409, 0.39868, -2.78100], [-1.33721, 1.79382, -0.53939], [0.13217, 4.67904, 2.05128], [0.43694, 3.14742, 2.90557], [1.61939, 3.75356, 1.73280]],
  "atomic_forces_ev_per_a": [[-0.1, 0.0, 0.1], [0.1, -0.1, -0.1], [-0.1, 0.0, 0.0], [-0.1, -0.1, 0.0], [0.2, 0.0, 0.2], [0.0, 0.0, -0.1], [-0.2, 0.1, -0.2], [0.1, 0.0, 0.2], [0.3, 0.0, -0.1], [-0.2, -0.2, 0.0], [0.0, 0.0, -0.1], [0.0, 0.0, 0.0], [-0.1, -0.2, 0.0], [0.1, 0.1, 0.1], [-0.1, 0.0, 0.0], [0.2, 0.0, -0.2], [0.0, 0.0, 0.1], [-0.1, 0.1, 0.0], [-0.1, -0.1, 0.0], [0.2, -0.1, 0.0], [-0.1, 0.0, -0.2], [0.2, 0.3, -0.4], [-0.3, -0.2, 0.3], [0.2, -0.1, 0.0], [-0.1, 0.1, -0.2], [0.2, 0.1, 0.2], [0.0, 0.0, 0.0], [0.0, 0.0, 0.0], [0.0, 0.0, 0.0], [0.0, 0.0, 0.0], [0.0, 0.0, 0.0], [0.0, 0.0, 0.0], [0.1, 0.0, 0.0], [0.0, -0.1, 0.0], [0.0, -0.1, 0.0], [-0.1, 0.1, 0.0], [-0.1, 0.0, 0.0], [0.1, 0.1, 0.0], [0.0, 0.0, 0.0], [0.0, 0.0, 0.0], [0.0, 0.0, 0.0], [-0.1, 0.0, 0.0], [0.0, 0.0, 0.1], [0.0, 0.0, 0.0], [0.0, 0.0, 0.0], [0.0, 0.0, 0.0], [0.0, 0.0, 0.0], [-0.1, 0.1, 0.0], [0.0, 0.1, 0.0], [0.0, 0.0, 0.1], [0.0, 0.0, 0.1], [0.0, 0.0, 0.0], [0.0, 0.0, 0.0], [0.0, 0.0, 0.0], [0.0, 0.0, -0.1], [0.0, 0.0, 0.0], [0.0, 0.0, 0.0]],
  "homo_energy_ev": -9.22,
  "total_charge": 0,
  "max_force_ev_per_a": 0.50,
  "energy_ev": -32868.20347,
  "e_above_lowest_kcal_mol": 5.3,
  "lumo_energy_ev": 0.6
}

Entry 2:
{
  "formula": "C52H54BrCdN6O",
  "method": "the ωB97M-V functional and the def2-TZVPD basis",
  "elements": ["Cd", "Br", "C", "C", "C", "C", "O", "C", "C", "N", "C", "C", "C", "C", "C", "C", "C", "C", "N", "C", "C", "H", "H", "H", "H", "H", "H", "H", "H", "H", "H", "C", "C", "C", "C", "C", "C", "C", "C", "C", "C", "C", "C", "N", "C", "C", "N", "C", "C", "C", "C", "C", "C", "C", "C", "C", "C", "C", "C", "C", "C", "C", "C", "C", "C", "C", "C", "C", "C", "H", "H", "H", "H", "H", "H", "H", "H", "H", "H", "H", "H", "H", "H", "H", "H", "H", "H", "H", "H", "H", "H", "H", "H", "H", "H", "H", "H", "H", "H", "H", "H", "H", "H", "H", "H", "H", "H", "H", "H", "N", "N", "H", "H", "H", "H"],
  "coordinates": [[4.43875, -10.18773, 19.99044], [5.06565, -16.30353, 24.18068], [4.88672, -15.10603, 22.73582], [3.65015, -14.67256, 22.29876], [3.53845, -13.81107, 21.23251], [4.65519, -13.27488, 20.64444], [4.52659, -12.39727, 19.71979], [5.98110, -13.74908, 21.04872], [7.22413, -13.18283, 20.54460], [7.31315, -12.11209, 19.90037], [8.51038, -11.73336, 19.34526], [9.35120, -12.60338, 18.70818], [10.53075, -12.20287, 18.07194], [10.90461, -10.88803, 18.08712], [10.11170, -9.98273, 18.79272], [10.49970, -8.62870, 18.87357], [9.79454, -7.77536, 19.63369], [8.70344, -8.30112, 20.34645], [8.22873, -9.53080, 20.26668], [8.94459, -10.38351, 19.50192], [6.03926, -14.65702, 22.10409], [2.80111, -14.98309, 22.87306], [2.52649, -13.50488, 20.90935], [8.06880, -13.84810, 20.74074], [9.11515, -13.66376, 18.65907], [11.09151, -12.94054, 17.47995], [11.72250, -10.53019, 17.51666], [11.36064, -8.29236, 18.28101], [10.10666, -6.76570, 19.75091], [8.13902, -7.63504, 20.98854], [7.04524, -14.89695, 22.45923], [6.21807, -5.24344, 20.78768], [5.56668, -6.22541, 19.83368], [4.21510, -5.60944, 19.38697], [6.37797, -6.69912, 18.61802], [7.51433, -6.09382, 18.20204], [8.30978, -6.56945, 17.15048], [7.78969, -7.62124, 16.42851], [6.60571, -8.31170, 16.83054], [6.15089, -9.45355, 16.00391], [6.96915, -10.68532, 16.46288], [6.29029, -9.19569, 14.51859], [5.94435, -7.91370, 18.01147], [4.82751, -8.63689, 18.43340], [3.60461, -8.39482, 17.79290], [2.47709, -9.13961, 18.18377], [2.38855, -9.92731, 19.29447], [1.53623, -11.09628, 19.14060], [0.48228, -11.17565, 20.08357], [-0.44108, -12.21437, 19.90235], [-0.37907, -13.13535, 18.86880], [0.69251, -13.04898, 18.01557], [1.67457, -12.05543, 18.09552], [2.82515, -12.08028, 17.22036], [3.44243, -13.47615, 17.20588], [2.40468, -11.59340, 15.82022], [0.45767, -10.29064, 21.41778], [0.11689, -8.85339, 21.34421], [1.72992, -10.50389, 22.20895], [1.30906, -8.67204, 17.32003], [-0.07229, -9.02285, 17.19321], [-0.80931, -8.37367, 16.14979], [-0.24740, -7.41933, 15.30068], [1.13873, -7.06212, 15.45938], [1.89698, -6.09144, 14.67302], [3.19394, -5.83673, 15.07763], [3.92078, -6.42747, 16.06603], [3.21480, -7.50147, 16.68727], [1.86188, -7.69023, 16.46023], [5.49229, -4.81091, 21.51189], [6.70019, -4.41997, 20.31466], [7.03502, -5.72684, 21.35694], [5.43812, -7.19364, 20.37717], [4.38569, -4.59887, 19.04312], [3.50561, -5.58517, 20.26331], [3.74003, -6.08105, 18.57456], [7.83818, -5.15550, 18.65677], [9.16948, -6.01912, 16.82144], [8.32414, -8.03118, 15.56905], [5.10427, -9.56040, 16.23927], [8.00200, -10.46550, 16.37615], [6.85402, -11.61603, 15.85787], [6.64839, -10.93668, 17.45578], [7.29910, -8.92640, 14.23429], [5.67809, -8.28976, 14.16606], [6.06384, -10.01145, 13.90435], [-1.32306, -12.27418, 20.50084], [-1.13065, -13.94783, 18.69641], [0.95379, -13.84568, 17.39137], [3.58144, -11.40181, 17.62354], [2.74940, -14.28061, 16.89002], [3.87311, -13.73978, 18.18869], [4.20589, -13.48482, 16.41232], [1.45690, -12.14802, 15.43934], [3.15205, -11.63080, 15.10748], [2.17127, -10.54187, 15.92649], [-0.35109, -10.80936, 21.89957], [0.92070, -8.43391, 20.68982], [0.04673, -8.31034, 22.29938], [-0.81242, -8.64423, 20.78139], [2.32768, -9.59306, 22.30112], [2.31895, -11.32976, 21.82347], [1.42422, -10.71628, 23.24211], [-0.53245, -9.71098, 17.98605], [-1.93741, -8.46053, 16.05300], [-0.85842, -7.02583, 14.46842], [1.44743, -5.63828, 13.87711], [3.65217, -5.13519, 14.43055], [5.00426, -6.20920, 16.27537], [5.74414, -9.17219, 22.70218], [5.79158, -10.26767, 21.79044], [6.32802, -9.37321, 23.55153], [4.83273, -9.05908, 23.04789], [5.77415, -11.19512, 22.26328], [6.67086, -10.25848, 21.24766]],
  "atomic_forces_ev_per_a": [[-0.1, 0.2, -0.7], [-0.1, -0.2, 0.3], [1.1, 0.2, -0.5], [0.1, -0.1, 0.3], [-2.0, -0.8, 1.1], [2.2, 0.9, -1.5], [0.2, 0.2, 0.1], [-1.5, 0.6, 0.5], [-1.0, -1.7, 0.5], [-0.4, 1.1, -0.4], [1.0, 0.3, 0.5], [0.1, -0.9, -0.3], [0.5, 0.0, -0.7], [-0.8, -1.1, -0.1], [-0.2, 0.7, 0.7], [0.7, -0.3, -0.8], [-0.1, -0.6, 0.6], [-1.1, 0.1, 0.4], [0.8, 0.7, 0.0], [0.3, -0.3, -1.1], [0.4, 0.1, 0.1], [-0.6, -0.2, -0.1], [0.8, 0.0, 0.0], [0.6, 0.2, 0.1], [-0.3, 0.2, 0.0], [-0.2, 0.3, 0.4], [0.8, 0.3, -0.3], [-0.3, -0.2, 0.3], [-0.1, 0.7, 0.1], [-0.1, 0.0, 0.1], [-0.4, -0.4, 0.1], [0.5, -0.6, 1.1], [-0.5, -0.6, -0.4], [0.1, 0.0, 1.9], [-1.1, -0.8, 1.3], [1.5, 1.4, -0.4], [-1.6, 0.0, -0.2], [-0.2, -1.0, 0.3], [1.5, 1.7, 0.5], [0.1, -0.9, -0.2], [-1.4, -0.7, -1.1], [-0.3, 2.7, -0.2], [0.2, 0.1, -1.4], [-0.5, 0.5, 0.1], [-0.7, -1.7, 0.9], [-0.5, 1.9, -1.3], [-0.2, -1.8, 0.0], [0.1, 1.6, 0.3], [0.5, -0.1, 0.1], [-0.5, 0.5, 0.0], [-0.3, -0.4, -0.3], [1.1, 0.8, 0.6], [-2.1, 0.7, 2.7], [1.0, -0.4, -1.3], [0.4, -0.7, -0.7], [-2.6, -0.4, 1.1], [-0.5, -2.3, -1.5], [0.1, 1.8, -2.1], [-0.1, 0.0, 1.1], [-1.0, -1.1, 0.5], [1.7, 0.2, 1.3], [-1.0, 1.0, -0.2], [0.1, -0.8, 0.2], [0.2, 0.9, -1.1], [0.2, -2.6, 3.6], [-1.3, 1.4, -2.6], [0.2, -3.0, 1.9], [3.0, 1.6, 1.1], [-1.7, -0.4, -0.9], [0.4, -0.5, -0.4], [0.2, 0.8, -0.7], [-0.4, 0.1, 0.0], [-0.5, 0.8, -0.2], [0.2, 0.5, 0.1], [0.6, 0.1, -0.9], [-0.5, -0.9, -0.7], [-0.1, -0.2, 0.2], [0.4, 0.0, 0.0], [0.0, 0.3, 0.2], [-0.4, -0.6, 0.0], [1.2, 0.4, 0.4], [-0.4, 0.7, 0.1], [0.3, -0.1, 0.7], [0.4, 0.0, 0.1], [0.6, -1.3, 0.6], [-0.7, -1.5, -0.7], [-0.4, 0.1, 0.8], [0.7, 0.9, 0.5], [-0.3, -1.1, -1.3], [0.0, 0.0, -0.2], [0.1, 0.5, 0.2], [-0.2, 0.2, -0.7], [0.2, -0.1, 0.4], [1.6, 0.9, 0.6], [1.8, -0.5, -1.5], [-0.4, 0.2, -0.2], [-0.4, -0.2, 0.8], [-0.5, 0.3, 0.7], [0.2, -0.4, -0.1], [0.2, -0.3, 0.3], [0.1, 0.0, -0.4], [0.2, 0.0, 0.1], [0.3, -0.3, 0.0], [0.6, 1.0, -1.6], [1.5, -0.5, 0.2], [0.4, 0.0, 0.6], [-0.9, 1.4, -2.0], [0.8, 0.9, -0.4], [-1.4, -0.2, -0.3], [2.4, -0.3, 0.8], [0.1, -1.2, 0.4], [-0.6, 0.2, -1.2], [-1.6, 0.1, 0.2], [-0.2, 0.8, -0.4], [-0.1, 0.5, 0.3]],
  "homo_energy_ev": [-2.72, -2.72],
  "total_charge": -1,
  "max_force_ev_per_a": 4.49,
  "energy_ev": -140395.69795,
  "e_above_lowest_kcal_mol": 70.2,
  "lumo_energy_ev": [1.9, 1.9]
}